Entry 1:
The following is a quantum chemistry calculation of a structure of composition C48H54N6O4P2PdS3, from the Open Molecules 2025 dataset.

**HOMO energy**: -12.116 eV
**LUMO**: -7.73 eV
**DFT total energy**: -122333.032 eV
**Charge**: +2
**HOMO-LUMO gap**: 4.390 eV
**Energy above the lowest of the compared OMol25 structures with the same formula, charge and spin**: 155.8 kJ/mol

CARTESIAN COORDINATES (ANGSTROEM)
Pd  0.31701  -0.56831  -0.45753
C  -1.05614  1.86824  -5.49156
C  -0.61465  0.43734  -5.74943
N  0.30315  -0.05062  -4.71502
C  -0.08067  -0.42276  -3.49704
S  1.18675  -1.08587  -2.45498
N  -1.36228  -0.34788  -3.18389
N  -1.54729  -0.76960  -1.91451
C  -2.73017  -1.15014  -1.57739
C  -3.93361  -1.16348  -2.47064
C  -2.82818  -1.65916  -0.18849
C  -4.05892  -2.28464  0.25792
C  -4.18200  -2.84625  1.50240
C  -3.10696  -2.67847  2.37824
C  -1.97898  -1.93859  1.95171
N  -1.82106  -1.58267  0.63091
H  -1.76525  2.18248  -6.25751
H  -1.53926  1.95173  -4.51810
H  -0.20446  2.54926  -5.51975
H  -1.46718  -0.23944  -5.79319
H  -0.07902  0.36131  -6.69391
H  1.27738  -0.16110  -4.94158
H  -3.68924  -0.67269  -3.40697
H  -4.24676  -2.18571  -2.69814
H  -4.78069  -0.64188  -2.01948
H  -4.89778  -2.31758  -0.42581
H  -5.07908  -3.37399  1.79388
H  -3.13693  -3.04649  3.39811
H  -1.03841  -2.22768  2.41889
C  2.86123  6.13007  0.98662
S  3.94378  5.72924  2.37391
C  3.65732  3.95236  2.49117
C  2.19648  3.52870  2.67242
C  1.53259  3.00141  1.40603
N  2.06119  1.68454  0.89622
P  1.77813  0.31719  1.79844
C  2.63868  0.41388  3.34946
C  1.98794  -0.04115  4.49422
C  2.66083  -0.06187  5.70873
C  3.97684  0.36911  5.77508
C  4.62937  0.82009  4.63149
C  3.96570  0.84200  3.41787
C  2.65388  -0.99731  0.91188
C  3.94443  -0.83043  0.40656
C  4.57756  -1.87931  -0.23972
C  3.94461  -3.10969  -0.37314
C  2.68451  -3.30076  0.17093
C  2.04368  -2.25432  0.81868
P  1.72721  1.29353  -0.78463
C  3.34046  1.53864  -1.58159
C  3.90962  0.72963  -2.56301
C  5.15742  1.04407  -3.08615
C  5.84124  2.16589  -2.64449
C  5.27377  2.98703  -1.67935
C  4.03302  2.67415  -1.14986
C  0.63950  2.56299  -1.43822
C  -0.68493  2.60328  -0.99550
C  -1.55169  3.56886  -1.47048
C  -1.11004  4.48971  -2.41579
C  0.19718  4.44577  -2.87513
C  1.07605  3.48628  -2.38776
H  3.00517  7.18946  0.78058
H  1.80714  5.97347  1.22184
H  3.13078  5.57598  0.08439
H  4.24876  3.64212  3.35369
H  4.10130  3.45669  1.62599
H  1.58985  4.37635  2.99950
H  2.13222  2.79698  3.48003
H  1.69970  3.71058  0.59815
H  0.45503  2.93345  1.54452
H  0.95592  -0.36617  4.43695
H  2.15946  -0.41534  6.59985
H  4.50125  0.35554  6.72140
H  5.65614  1.15609  4.69104
H  4.47303  1.21097  2.53530
H  4.45313  0.11958  0.50028
H  5.57487  -1.73767  -0.63545
H  4.44694  -3.92489  -0.87662
H  2.20315  -4.26732  0.10127
H  1.09773  -2.43503  1.31754
H  3.39642  -0.14909  -2.90884
H  5.59527  0.40553  -3.84214
H  6.81481  2.40379  -3.05246
H  5.79500  3.87209  -1.33802
H  3.60080  3.32924  -0.40798
H  -1.02949  1.88993  -0.25385
H  -2.56882  3.61189  -1.10391
H  -1.79010  5.24234  -2.79256
H  0.53910  5.16302  -3.60945
H  2.09472  3.46212  -2.75124
C  -2.25779  4.85840  8.86560
C  -2.19385  4.74713  7.36720
C  -1.05836  4.23572  6.73726
C  -0.99789  4.11654  5.36169
C  -2.09585  4.50570  4.59830
C  -3.23829  5.01673  5.19972
C  -3.27191  5.13970  6.58079
S  -2.03971  4.33270  2.85530
O  -3.31724  4.71320  2.32831
O  -0.81532  4.88179  2.37527
N  -1.93460  2.69521  2.54894
C  -3.16637  1.93804  2.76004
C  -3.05230  0.57493  2.09701
C  -2.22362  -0.41539  2.85274
O  -1.75513  -0.38947  3.91678
O  0.28393  0.02404  1.88150
H  -1.26283  4.88028  9.30703
H  -2.79167  4.00521  9.28872
H  -2.78796  5.75932  9.17162
H  -0.20359  3.94758  7.33696
H  -0.09104  3.76065  4.88554
H  -4.07628  5.32640  4.59097
H  -4.15167  5.55700  7.05521
H  -1.12210  2.28811  3.00527
H  -3.95728  2.46836  2.23395
H  -3.45536  1.85748  3.81265
H  -2.64203  0.67634  1.09176
H  -4.04628  0.12184  2.00527



Entry 2:
The following is a quantum chemistry calculation of a structure of composition C48H55BrMgOP2SSi, from the Open Molecules 2025 dataset.

**HOMO energy**: -13.345 eV
**LUMO**: -5.33 eV
**DFT total energy**: -165483.722 eV
**Charge**: +2
**HOMO-LUMO gap**: 8.018 eV
**Energy above the lowest of the compared OMol25 structures with the same formula, charge and spin**: 44.1 kJ/mol

CARTESIAN COORDINATES (ANGSTROEM)
Mg  -0.18949  -0.23946  0.66272
O  -0.99030  3.17608  0.32422
S  0.11378  2.21103  0.47403
C  1.07076  2.64180  1.93864
C  1.66608  3.89576  1.94862
C  2.34329  4.32267  3.07771
C  2.43244  3.49038  4.18611
C  1.83988  2.23723  4.16926
C  1.13859  1.79065  3.05010
P  0.27166  0.17562  3.09228
C  1.41492  -1.02852  3.82482
C  2.79584  -0.86278  3.82430
C  3.61454  -1.85664  4.34608
C  3.05849  -3.01565  4.86491
C  1.68048  -3.20066  4.83499
C  0.85990  -2.21560  4.31044
C  -1.04403  0.37337  4.31531
C  -0.77925  0.39739  5.68390
C  -1.82343  0.48631  6.58805
C  -3.13670  0.53443  6.13305
C  -3.40459  0.51384  4.77290
C  -2.35958  0.43548  3.86296
C  1.32141  2.48343  -0.81518
C  1.18550  3.59230  -1.63016
C  2.09450  3.76304  -2.66574
C  3.10279  2.83024  -2.87430
C  3.21555  1.71557  -2.05356
C  2.31055  1.51939  -1.01690
P  2.40926  0.10172  0.13828
C  4.15748  0.15196  0.61223
C  4.54612  1.14318  1.51583
C  5.87654  1.26159  1.88099
C  6.82158  0.39123  1.34846
C  6.43539  -0.59002  0.44817
C  5.10211  -0.71486  0.07666
C  2.15960  -1.37620  -0.89681
C  2.32219  -2.61757  -0.26315
C  2.04725  -3.78925  -0.94753
C  1.58380  -3.73562  -2.25831
C  1.39777  -2.51206  -2.88179
C  1.67978  -1.33021  -2.20573
H  1.58853  4.53801  1.07983
H  2.79898  5.30360  3.09316
H  2.95914  3.82290  5.07088
H  1.92592  1.59646  5.03738
H  3.24324  0.03460  3.42085
H  4.68864  -1.72180  4.34628
H  3.69531  -3.77606  5.29727
H  1.24569  -4.11344  5.22004
H  -0.21325  -2.36730  4.28227
H  0.23736  0.31616  6.04885
H  -1.61582  0.50794  7.64944
H  -3.95220  0.58068  6.84272
H  -4.42870  0.55181  4.42423
H  -2.56335  0.41635  2.79729
H  0.37988  4.29419  -1.45242
H  2.01472  4.62659  -3.31233
H  3.80489  2.97069  -3.68540
H  4.00622  0.99383  -2.22196
H  3.81088  1.83031  1.92369
H  6.17837  2.03216  2.57851
H  7.86118  0.48225  1.63398
H  7.17255  -1.26097  0.02748
H  4.80945  -1.48515  -0.62573
H  2.68416  -2.65992  0.76033
H  2.19568  -4.74479  -0.46207
H  1.36301  -4.65186  -2.78976
H  1.03849  -2.47239  -3.90162
H  1.53909  -0.38024  -2.70555
C  -5.04405  -1.48090  -2.87140
C  -5.53811  -0.11189  -2.36818
C  -4.61730  0.94956  -3.00354
C  -6.98286  0.09553  -2.87417
Si  -5.56838  -0.00001  -0.47985
Br  -2.32353  -0.58473  -0.30787
C  -5.72658  1.70671  0.30713
C  -5.43325  1.73645  1.81238
C  -4.77120  2.72730  -0.34457
C  -7.18995  2.15239  0.08935
C  -5.88347  -1.54834  0.56270
C  -7.42198  -1.68216  0.63279
C  -5.30319  -1.46193  1.98652
C  -5.30196  -2.84021  -0.04552
H  -4.98145  -1.42832  -3.96096
H  -5.73312  -2.28485  -2.63253
H  -4.05393  -1.73547  -2.49208
H  -4.51086  0.70585  -4.06339
H  -3.61856  0.95882  -2.56382
H  -5.03669  1.94942  -2.94953
H  -6.98880  -0.07478  -3.95390
H  -7.34547  1.10804  -2.70164
H  -7.69486  -0.60484  -2.42977
H  -4.41290  1.42462  2.03839
H  -6.13412  1.13616  2.38540
H  -5.54824  2.76885  2.15292
H  -3.72832  2.40086  -0.32543
H  -4.83334  3.65725  0.22622
H  -5.04478  2.96025  -1.36791
H  -7.90344  1.50921  0.61116
H  -7.47173  2.18592  -0.96300
H  -7.30166  3.16278  0.49145
H  -7.88676  -0.87032  1.19745
H  -7.65995  -2.62002  1.14103
H  -7.88661  -1.72139  -0.35634
H  -5.76567  -0.69403  2.59359
H  -4.22258  -1.30631  1.97602
H  -5.49607  -2.41757  2.48106
H  -5.81698  -3.14461  -0.95028
H  -5.44373  -3.63963  0.68588
H  -4.23584  -2.76423  -0.25494